[1]
DFT (ωB97M-V with the def2-TZVPD basis set) results for a structure of composition C47H62AsKN8O7P4SSe2Si2 in a non-equilibrium geometry.

Cartesian coordinates (Å):
K1 -0.83 -0.06 -0.91
Se1 -5.21 3.53 4.95
P1 -3.20 3.96 4.51
C1 -2.26 3.64 6.04
C2 -1.79 2.35 6.29
C3 -1.34 2.02 7.55
C4 -1.38 2.95 8.58
C5 -1.88 4.22 8.34
C6 -2.33 4.56 7.08
C7 -2.95 5.71 4.08
C8 -1.68 6.16 3.70
C9 -1.48 7.47 3.33
C10 -2.55 8.36 3.32
C11 -3.82 7.91 3.68
C12 -4.02 6.60 4.06
C13 -2.49 2.95 3.23
C14 -1.24 2.54 2.71
N1 -1.50 1.69 1.71
N2 -2.80 1.57 1.61
N3 -3.42 2.31 2.50
P2 0.51 2.89 2.90
Se2 1.80 1.57 1.90
C15 0.75 4.55 2.19
C16 1.85 5.32 2.56
C17 2.11 6.50 1.89
C18 1.29 6.92 0.86
C19 0.20 6.15 0.48
C20 -0.07 4.96 1.14
C21 0.94 2.99 4.68
C22 1.46 1.82 5.23
C23 1.86 1.79 6.55
C24 1.75 2.92 7.34
C25 1.24 4.09 6.80
C26 0.84 4.13 5.47
H1 -1.77 1.62 5.49
H2 -0.97 1.02 7.75
H3 -1.04 2.68 9.57
H4 -1.95 4.94 9.15
H5 -2.74 5.55 6.88
H6 -0.86 5.45 3.68
H7 -0.50 7.81 3.03
H8 -2.40 9.38 3.01
H9 -4.65 8.60 3.66
H10 -5.00 6.24 4.34
H11 2.49 4.97 3.36
H12 2.97 7.10 2.18
H13 1.50 7.84 0.34
H14 -0.44 6.47 -0.33
H15 -0.91 4.35 0.84
H16 1.56 0.96 4.59
H17 2.28 0.88 6.95
H18 2.05 2.89 8.38
H19 1.16 4.98 7.41
H20 0.46 5.06 5.08
N4 -0.04 -3.38 3.15
C27 -1.26 -2.91 2.68
C28 -2.44 -3.34 3.30
C29 -3.64 -2.84 2.84
C30 -3.64 -1.95 1.78
C31 -2.41 -1.61 1.23
N5 -1.26 -2.07 1.66
C32 1.22 -2.94 2.82
C33 2.30 -3.29 3.64
C34 3.56 -2.84 3.31
C35 3.72 -2.06 2.17
C36 2.59 -1.78 1.41
N6 1.38 -2.21 1.72
H21 -0.10 -3.98 3.96
H22 -2.41 -4.04 4.12
H23 -4.57 -3.14 3.31
H24 -4.54 -1.53 1.39
H25 -2.36 -0.95 0.38
H26 2.15 -3.91 4.52
H27 4.41 -3.10 3.93
H28 4.69 -1.70 1.87
H29 2.66 -1.18 0.51
C37 -4.17 0.66 -4.33
C38 -4.18 -0.10 -3.02
O1 -5.41 -0.72 -2.78
P3 -3.78 1.06 -1.65
O2 -4.86 2.25 -1.92
O3 -4.28 0.40 -0.31
O4 -2.41 1.59 -1.57
P4 -2.84 -1.35 -2.85
O5 -3.12 -2.22 -4.21
O6 -3.19 -2.14 -1.64
O7 -1.48 -0.74 -2.96
H30 -5.05 1.29 -4.41
H31 -4.15 -0.04 -5.17
H32 -3.27 1.27 -4.36
H33 -5.19 -1.45 -2.18
H34 -4.92 2.78 -1.13
H35 -3.71 0.74 0.45
H36 -2.38 -2.82 -4.25
C39 0.14 0.80 -5.20
N7 1.14 1.23 -4.25
C40 1.30 2.43 -3.69
S1 2.72 2.77 -2.89
N8 0.42 3.46 -3.87
C41 -1.02 3.30 -3.93
H37 0.59 0.03 -5.83
H38 -0.16 1.64 -5.83
H39 -0.74 0.37 -4.71
H40 1.65 0.45 -3.81
H41 0.74 4.28 -3.37
H42 -1.37 3.33 -4.97
H43 -1.49 4.12 -3.40
H44 -1.34 2.37 -3.46
C42 4.88 -2.03 -4.15
Si1 4.09 -1.87 -2.40
C43 4.92 -3.31 -1.41
C44 4.88 -0.26 -1.72
As1 1.79 -1.65 -2.37
Si2 1.22 -3.50 -3.58
C45 1.04 -3.25 -5.50
C46 2.38 -5.05 -3.46
C47 -0.47 -4.22 -3.06
H45 5.97 -2.08 -4.13
H46 4.61 -1.18 -4.76
H47 4.52 -2.93 -4.66
H48 5.98 -3.14 -1.22
H49 4.84 -4.24 -1.96
H50 4.43 -3.45 -0.46
H51 5.95 -0.19 -1.89
H52 4.71 -0.16 -0.65
H53 4.41 0.60 -2.19
H54 1.90 -2.70 -5.89
H55 0.15 -2.67 -5.71
H56 0.97 -4.19 -6.05
H57 3.33 -4.88 -3.95
H58 1.93 -5.94 -3.90
H59 2.58 -5.27 -2.42
H60 -1.11 -3.42 -2.69
H61 -0.36 -4.93 -2.24
H62 -0.99 -4.74 -3.87

Calculated values
E_LUMO ... 3.44 eV
Highest occupied orbital energy ... -1.55 eV
Calculated total energy ... -12774.55887 Eh
Kohn-Sham gap ... 4.99 eV
Net charge ... -2



[2]
DFT (ωB97M-V with the def2-TZVPD basis set) results for a structure of composition C3H3Br3I3N2 in a non-equilibrium geometry.

Cartesian coordinates (Å):
C1 -0.02 -1.18 -0.54
C2 -0.47 -0.60 0.80
C3 0.63 1.39 -0.26
N1 1.13 -0.54 -0.86
N2 -0.47 0.92 0.60
Br1 -1.59 -0.87 -1.88
Br2 0.86 -0.98 2.19
Br3 0.04 2.39 -1.75
I1 0.33 -3.34 -0.39
I2 -2.43 -1.23 1.47
I3 2.36 2.05 0.73
H1 1.43 -0.52 -1.82
H2 -1.38 1.18 0.17
H3 -0.42 1.35 1.54

Calculated values
E_LUMO ... -5.09 eV
Highest occupied orbital energy ... -12.98 eV
Calculated total energy ... -8840.38063 Eh
Kohn-Sham gap ... 7.89 eV
Net charge ... +1



[3]
DFT (ωB97M-V with the def2-TZVPD basis set) results for a structure of composition C23H17EuN7O11P2Se2 in a non-equilibrium geometry.

Cartesian coordinates (Å):
Eu1 -0.25 0.16 0.30
C1 3.39 1.33 0.94
C2 2.50 2.40 0.93
C3 2.12 2.97 -0.27
C4 2.61 2.46 -1.47
C5 3.47 1.38 -1.46
C6 3.87 0.82 -0.25
H1 3.72 0.92 1.89
H2 2.15 2.81 1.87
H3 1.46 3.82 -0.29
H4 2.29 2.89 -2.40
H5 3.84 0.96 -2.39
H6 4.56 -0.01 -0.25
O1 -2.12 -3.38 -6.00
C7 -2.44 -2.23 -5.74
O2 -3.09 -1.38 -6.33
C8 -1.90 -1.76 -4.32
C9 -1.72 -2.70 -3.31
C10 -1.22 -2.28 -2.09
N1 -0.88 -1.02 -1.85
C11 -1.05 -0.12 -2.82
C12 -1.57 -0.44 -4.07
C13 -0.57 1.32 -2.53
O3 -0.71 2.17 -3.40
O4 -0.02 1.48 -1.39
H7 -1.95 -3.74 -3.50
H8 -1.07 -2.99 -1.28
H9 -1.70 0.33 -4.81
O5 -3.99 1.18 2.08
P1 -3.16 0.01 1.37
O6 -3.98 -1.20 1.14
O7 -2.35 0.64 0.29
O8 -2.13 -0.35 2.63
P2 -1.38 -1.80 2.44
O9 -2.55 -2.84 2.60
O10 -0.83 -1.83 1.04
O11 -0.41 -1.90 3.57
H10 -4.60 0.82 2.73
H11 -3.26 -2.49 2.03
Se1 2.00 -1.43 3.00
N2 2.86 -2.78 2.33
C14 2.73 -2.75 1.00
C15 3.22 -3.65 0.05
C16 2.97 -3.38 -1.28
C17 2.23 -2.25 -1.64
N3 1.75 -1.36 -0.78
C18 2.00 -1.62 0.51
N4 1.59 -0.77 1.47
H12 3.79 -4.52 0.37
H13 3.33 -4.05 -2.04
H14 2.03 -2.04 -2.69
Se2 -0.33 0.47 4.79
N5 -1.39 1.85 4.95
C19 -1.40 2.51 3.79
C20 -2.14 3.64 3.43
C21 -2.00 4.11 2.15
C22 -1.16 3.46 1.23
N6 -0.42 2.40 1.53
C23 -0.52 1.95 2.79
N7 0.20 0.90 3.19
H15 -2.81 4.10 4.14
H16 -2.55 4.98 1.82
H17 -1.08 3.82 0.21

Calculated values
E_LUMO (alpha / beta) ... 2.88 / 2.88 eV
Highest occupied orbital energy (alpha / beta) ... -0.91 / -3.20 eV
Calculated total energy ... -8294.02150 Eh
Kohn-Sham gap (alpha / beta) ... 3.79 / 6.07 eV
2S+1 ... 8
Net charge ... -2